# 1
This record from OMol25 describes a cluster of 2 separate species, C21H25N3S in total at a distorted geometry. The level of theory is ωB97M-V/def2-TZVPD.

Element x y z (Å)
C: 6.561 1.110 -1.019
C: 5.216 1.416 -0.751
C: 4.515 0.369 -0.054
H: 3.433 0.593 0.285
H: 4.954 -0.184 0.705
C: 4.110 -1.046 -0.865
N: 3.267 -2.102 -0.117
C: 1.986 -2.012 -0.343
N: 1.238 -1.078 -0.980
H: 1.794 -0.292 -1.152
C: -0.208 -0.839 -0.793
H: -0.599 -0.376 -1.778
H: -0.515 -2.239 -0.978
C: -0.617 -0.304 0.539
C: -2.143 -0.416 0.490
C: -2.853 -0.780 1.893
N: -4.099 -0.818 1.653
C: -4.430 -0.302 0.407
C: -5.507 0.089 -0.362
C: -5.622 0.439 -1.495
C: -4.429 0.563 -2.378
C: -3.290 0.436 -1.517
C: -3.156 0.042 -0.281
H: -2.323 0.535 -2.058
H: -4.404 1.059 -3.561
H: -6.437 0.603 -2.141
H: -6.531 -0.346 0.231
H: -4.789 -0.708 2.266
H: -2.443 -1.100 2.815
C: -0.006 0.948 0.730
C: -0.533 2.199 -0.073
C: 0.024 3.304 -0.023
C: 1.199 3.529 0.932
C: 1.649 2.274 1.582
C: 1.037 1.095 1.481
H: 1.504 0.518 2.063
H: 2.560 2.525 2.075
H: 1.635 4.478 1.275
H: -0.367 4.220 -0.415
H: -1.534 2.108 -0.549
H: -0.171 -1.095 1.475
S: 1.168 -3.211 0.850
H: 3.726 -2.714 0.306
H: 3.653 -0.812 -1.840
H: 5.028 -1.347 -1.214
H: 5.196 2.238 -0.109
H: 4.593 1.569 -1.613
H: 6.701 0.162 -1.798
H: 7.091 0.901 -0.321
H: 6.862 2.054 -1.476

Calculated total energy in eV: -37474.131
ΔE to the lowest compared entry with this formula, charge and spin in kcal per mole: 359.2
LUMO in eV: 0.7
Net charge: 0



# 2
This record from OMol25 describes a structure of composition C28H26FGe2NO5Pt. The level of theory is ωB97M-V/def2-TZVPD.

Element x y z (Å)
Pt: -0.596 0.108 0.887
O: -0.631 -3.971 -3.737
C: -0.654 -3.064 -2.729
C: -1.346 -1.862 -2.835
C: -1.322 -0.988 -1.772
N: -0.646 -1.292 -0.660
C: 0.019 -2.445 -0.535
C: 0.037 -3.364 -1.561
C: 0.745 -2.696 0.795
O: 1.318 -3.777 0.901
O: 0.649 -1.768 1.656
C: -2.080 0.353 -1.812
O: -2.722 0.575 -2.834
O: -1.949 1.088 -0.785
H: -1.152 -3.631 -4.472
H: -1.914 -1.577 -3.712
H: 0.579 -4.289 -1.431
C: 4.768 2.085 2.131
Ge: 3.392 0.720 1.729
C: 3.173 -0.318 3.372
C: 4.029 -0.436 0.277
Ge: 1.293 1.809 1.102
C: 0.686 2.900 2.620
C: 0.565 4.287 2.535
C: 0.124 5.030 3.623
C: -0.204 4.395 4.813
C: -0.090 3.014 4.911
C: 0.351 2.275 3.823
C: 1.464 3.005 -0.448
C: 2.712 3.461 -0.876
C: 2.827 4.314 -1.967
C: 1.688 4.721 -2.649
C: 0.441 4.269 -2.238
C: 0.328 3.417 -1.147
H: 5.651 1.617 2.571
H: 4.361 2.796 2.853
H: 5.082 2.640 1.246
H: 4.086 -0.883 3.569
H: 2.339 -1.014 3.277
H: 2.995 0.357 4.212
H: 4.979 -0.898 0.551
H: 4.168 0.134 -0.643
H: 3.303 -1.228 0.089
H: 0.808 4.789 1.604
H: 0.031 6.106 3.539
H: -0.554 4.973 5.659
H: -0.357 2.511 5.833
H: 0.419 1.194 3.900
H: 3.609 3.148 -0.355
H: 3.805 4.657 -2.284
H: 1.773 5.383 -3.502
H: -0.450 4.568 -2.776
H: -0.647 3.040 -0.862
F: -5.150 -0.084 5.060
C: -4.159 -0.068 4.130
C: -3.062 -0.883 4.315
C: -2.051 -0.857 3.361
C: -2.141 -0.026 2.245
C: -3.275 0.773 2.086
C: -4.292 0.760 3.033
H: -3.008 -1.521 5.188
H: -1.182 -1.494 3.480
H: -3.360 1.406 1.212
H: -5.176 1.376 2.929

2S+1: 4
Calculated total energy in eV: -160183.215
ΔE to the lowest compared entry with this formula, charge and spin in kcal per mole: 1.2
Expectation value of S²: 3.76
LUMO (alpha / beta) in eV: 2.4 / 1.2
Net charge: -1



# 3
This record from OMol25 describes a structure of composition C30H44BeBrN3P2 at a distorted geometry. The level of theory is ωB97M-V/def2-TZVPD.

Element x y z (Å)
C: -0.710 7.217 -5.756
C: -0.969 5.835 -5.933
C: -1.182 5.382 -7.261
C: -1.200 6.320 -8.301
N: -1.004 7.611 -8.094
C: -0.751 8.059 -6.872
C: -0.994 4.945 -4.786
C: -1.057 4.065 -3.954
C: -1.078 2.912 -3.159
C: 0.264 2.442 -2.917
C: 0.377 1.066 -3.041
C: -0.628 0.224 -2.580
C: -1.883 0.837 -2.279
C: -2.187 2.098 -2.788
Be: -0.623 2.424 -1.342
P: 2.264 -0.725 -1.086
H: -1.358 4.337 -7.521
H: -0.495 7.659 -4.782
H: -1.383 6.019 -9.336
H: -0.580 9.134 -6.781
H: -3.204 2.426 -2.971
H: 1.090 3.116 -2.713
H: -2.728 0.205 -1.961
H: 1.410 0.776 -3.206
C: 2.334 -2.238 0.043
C: 2.987 -3.506 -0.483
H: 1.289 -2.458 0.318
H: 2.850 -1.858 0.939
H: 3.214 -4.142 0.382
H: 2.326 -4.086 -1.142
H: 3.920 -3.317 -1.022
C: 2.577 -1.378 -2.809
C: 3.170 -0.502 -3.937
H: 1.559 -1.687 -3.107
H: 3.204 -2.266 -2.643
H: 2.929 -1.011 -4.883
H: 2.778 0.525 -4.016
H: 4.261 -0.391 -3.871
C: 3.847 0.116 -0.712
C: 5.087 -0.748 -0.968
H: 3.780 0.417 0.355
H: 3.810 1.010 -1.369
H: 5.959 -0.081 -0.921
H: 5.194 -1.525 -0.194
H: 5.075 -1.254 -1.949
Br: -0.585 -1.611 -1.188
P: -2.220 -2.799 -3.546
C: -0.481 -3.186 -3.511
C: -0.199 -4.626 -3.898
H: -0.090 -3.018 -2.450
H: 0.031 -2.440 -4.151
H: 0.879 -4.717 -4.040
H: -0.487 -5.285 -3.078
H: -0.740 -4.857 -4.824
C: -3.419 -2.871 -2.171
C: -4.621 -3.612 -2.781
H: -3.705 -1.862 -1.822
H: -3.022 -3.421 -1.301
H: -5.308 -3.940 -1.997
H: -5.160 -2.950 -3.466
H: -4.269 -4.489 -3.333
C: -2.454 -1.322 -4.514
C: -2.966 -1.545 -5.962
H: -1.454 -0.848 -4.535
H: -3.150 -0.659 -3.957
H: -3.281 -0.559 -6.323
H: -2.155 -1.879 -6.631
H: -3.832 -2.229 -5.968
N: -2.181 0.926 0.543
C: -1.197 1.682 1.116
C: -1.403 2.193 2.387
C: -0.333 2.753 3.070
C: 0.921 2.783 2.413
C: 1.012 2.389 1.087
N: -0.084 1.959 0.355
H: -1.867 0.005 0.190
H: -3.056 0.946 1.048
H: -2.362 2.070 2.862
H: -0.447 3.204 4.044
H: 1.810 3.159 2.936
H: 2.002 2.372 0.590

Calculated total energy in eV: -125293.776
ΔE to the lowest compared entry with this formula, charge and spin in kcal per mole: 137.6
LUMO (alpha / beta) in eV: -6.7 / -7.3
Net charge: +2